A cluster of 9 separate species, H18O9 in total. Source: the Open Molecules 2025 dataset; level of theory: ωB97M-V/def2-TZVPD.

CARTESIAN COORDINATES (ANGSTROEM)
O -0.81631 0.01482 0.70961
H -0.71956 0.06664 -0.24796
H 0.05180 0.26318 1.04680
O 2.34835 -1.93021 -1.45588
H 1.54381 -2.25035 -1.87921
H 2.27369 -0.97056 -1.50579
O 0.15568 -3.27989 -0.77053
H 1.05302 -3.37130 -0.43080
H -0.25229 -2.63280 -0.18417
O 5.08791 1.35310 1.71319
H 5.47707 0.74561 1.07405
H 4.14389 1.16287 1.67286
O 2.13042 1.25592 -2.34425
H 1.54669 0.51094 -2.52660
H 2.56129 1.01883 -1.51532
O -0.72344 -1.85947 2.46313
H 0.15232 -1.49273 2.29721
H -1.27040 -1.48664 1.76254
O -3.85054 3.35128 -0.50113
H -4.06917 4.11456 0.04531
H -3.44564 2.73021 0.11475
O -4.56289 -1.66495 -0.05587
H -4.43506 -1.96171 -0.96394
H -3.66764 -1.53286 0.27590
O 0.03014 2.63173 0.23216
H 0.84468 2.53816 0.73887
H -0.18312 3.56909 0.30199

The calculation puts the energy above the lowest of the compared OMol25 structures with the same formula, charge and spin at 337.9 kJ/mol. The value obtained for the HOMO energy is -11.58 eV. The calculation puts the frontier orbital gap at 10.7 eV. The calculation puts the LUMO energy at -0.900 eV. Its SMILES is O.O.O.O.O.O.O.O.O.

***

A cluster of 9 separate species, H18O9 in total in a non-equilibrium geometry. Source: the Open Molecules 2025 dataset; level of theory: ωB97M-V/def2-TZVPD.

CARTESIAN COORDINATES (ANGSTROEM)
O 0.86053 -0.22445 2.57506
H 1.50071 -0.51448 3.31557
H 1.38451 -0.36565 1.83298
O 1.46128 1.38263 0.48905
H 1.24105 2.39418 0.71541
H 1.35710 1.10109 -0.26565
O -1.05503 -2.50128 -0.64642
H -2.02042 -2.77080 -1.01850
H -1.05723 -1.72247 -1.26365
O -1.45537 0.30555 -1.04559
H -1.92639 1.14051 -0.88700
H -0.68120 0.47992 -0.33012
O 4.20491 0.39978 -2.30402
H 3.76461 0.43095 -3.07367
H 3.71433 -0.02192 -1.75163
O -3.32460 -1.51186 -2.54402
H -3.17929 -0.82060 -1.97083
H -2.73955 -1.59709 -3.34852
O -2.23659 2.49403 0.45488
H -3.28165 2.52455 0.61363
H -1.80550 2.70536 1.37365
O 1.38209 -3.84387 0.13380
H 0.60540 -3.37447 -0.26751
H 1.28780 -4.35937 0.88591
O 0.42407 3.10695 2.51536
H 0.86283 2.26254 2.31383
H 0.71161 2.90028 3.49800

The calculation puts the energy above the lowest of the compared OMol25 structures with the same formula, charge and spin at 559.7 kJ/mol. The value obtained for the HOMO energy is -10.62 eV. The calculation puts the frontier orbital gap at 10.7 eV. The calculation puts the LUMO energy at 0.052 eV. Its SMILES is O.O.O.O.O.O.O.O.O.

***

A cluster of 9 separate species, H18O9 in total in a non-equilibrium geometry. Source: the Open Molecules 2025 dataset; level of theory: ωB97M-V/def2-TZVPD.

CARTESIAN COORDINATES (ANGSTROEM)
O 0.35432 0.52761 0.47537
H 0.79121 1.25383 0.01633
H -0.58013 0.65136 0.27419
O 1.47313 -0.81708 -1.71015
H 1.13615 -0.11145 -2.27364
H 1.58788 -0.39624 -0.85066
O -0.30897 -3.11958 1.13961
H 0.38000 -3.79351 1.12899
H 0.16271 -2.29910 0.95709
O -4.84745 1.01541 -1.02875
H -4.06415 1.57119 -0.94797
H -5.20618 0.98434 -0.13469
O 0.56188 -1.19215 3.04956
H 1.01040 -1.69653 3.73762
H -0.00541 -1.83971 2.61615
O -3.77687 -0.73046 -0.39285
H -3.05767 -0.70214 0.24819
H -3.61463 -1.53901 -0.89176
O 0.71376 3.91876 0.60705
H 0.89263 4.85735 0.73369
H 1.35202 3.47900 1.17996
O 2.57399 -2.59168 -1.80435
H 2.05077 -3.19786 -2.34080
H 3.41711 -2.53614 -2.26809
O 2.27048 3.04771 -0.23496
H 2.46621 2.11503 -0.09083
H 2.26677 3.14103 -1.19427

The calculation puts the energy above the lowest of the compared OMol25 structures with the same formula, charge and spin at 646.8 kJ/mol. The value obtained for the HOMO energy is -9.58 eV. The calculation puts the frontier orbital gap at 9.7 eV. The calculation puts the LUMO energy at 0.163 eV. Its SMILES is O.O.O.O.O.O.O.O.O.

***

A structure of composition H18O9 in a non-equilibrium geometry. Source: the Open Molecules 2025 dataset; level of theory: ωB97M-V/def2-TZVPD.

CARTESIAN COORDINATES (ANGSTROEM)
H 0.16277 1.33051 -0.64247
H 0.88958 0.49489 0.39845
H -3.29373 -0.64327 -1.50918
H -3.59229 -0.58362 -0.02011
H -2.46962 -1.94044 1.44925
H -3.22555 -2.77980 2.46616
H 4.20600 -0.95134 0.49033
H 5.27989 -0.72641 1.54209
H -1.65225 1.12460 0.75118
H -1.40728 2.14937 1.84657
H -1.20667 2.70758 -1.30889
H -2.54392 3.41256 -1.46643
H 2.48726 -2.11752 -1.59320
H 2.82610 -1.14363 -0.47662
H 2.80813 0.99934 0.64615
H 2.61545 2.47192 0.96928
H -0.94680 -2.38836 -1.00935
H -0.69051 -0.92844 -1.34549
O 0.88636 1.36933 -0.00694
O -4.01192 -0.73970 -0.87365
O -3.00290 -2.73931 1.52926
O 5.15842 -1.00615 0.62778
O -2.00865 1.44167 1.58870
O -2.15512 2.56971 -1.20678
O 3.09525 -1.40553 -1.36429
O 2.50533 1.82884 0.25984
O -0.71333 -1.80680 -1.74166

The calculation puts the energy above the lowest of the compared OMol25 structures with the same formula, charge and spin at 713.3 kJ/mol. The value obtained for the HOMO energy is -8.94 eV. The calculation puts the frontier orbital gap at 8.3 eV. The calculation puts the LUMO energy at -0.639 eV.

***

A cluster of 9 separate species, H18O9 in total. Source: the Open Molecules 2025 dataset; level of theory: ωB97M-V/def2-TZVPD.

CARTESIAN COORDINATES (ANGSTROEM)
O 13.42347 10.13493 -16.21658
H 13.16772 10.32727 -17.11870
H 12.95016 9.33190 -15.99898
O 12.40495 16.86147 -14.07454
H 12.25840 15.91727 -14.01764
H 12.15770 17.08913 -14.97079
O 13.88722 13.01112 -18.08788
H 13.46755 13.73570 -18.55165
H 13.91356 13.29433 -17.17391
O 16.22785 11.04440 -14.04318
H 16.51556 10.13807 -13.93354
H 15.30783 10.97497 -14.29810
O 10.89906 15.15644 -11.88545
H 11.78303 14.82455 -12.04254
H 10.51078 14.52685 -11.27791
O 13.01464 13.09586 -14.82805
H 13.12061 13.35909 -13.91387
H 13.38802 12.21545 -14.86910
O 11.78296 14.84526 -16.81874
H 11.70752 14.03262 -16.31859
H 11.54944 14.59880 -17.71370
O 13.50354 14.09910 -12.23494
H 14.06850 14.63702 -11.68023
H 13.81945 13.20510 -12.10386
O 14.03425 11.50106 -11.75052
H 13.36436 10.91670 -12.10551
H 14.17173 11.19249 -10.85491

The calculation puts the energy above the lowest of the compared OMol25 structures with the same formula, charge and spin at 221.7 kJ/mol. The value obtained for the HOMO energy is -10.47 eV. The calculation puts the frontier orbital gap at 10.2 eV. The calculation puts the LUMO energy at -0.224 eV. Its SMILES is O.O.O.O.O.O.O.O.O.

***

A cluster of 9 separate species, H18O9 in total. Source: the Open Molecules 2025 dataset; level of theory: ωB97M-V/def2-TZVPD.

CARTESIAN COORDINATES (ANGSTROEM)
O -0.22842 -2.45740 2.96608
H 0.53278 -2.08904 2.51171
H -0.58358 -3.11381 2.35451
O -1.12902 1.93397 -1.72126
H -0.93179 1.49022 -0.88037
H -0.34147 1.79762 -2.26636
O 1.55664 0.32707 -2.97244
H 2.46321 0.14025 -2.71160
H 1.00669 -0.02259 -2.24642
O -3.14317 -1.76470 -0.38365
H -2.91227 -0.99052 0.15224
H -3.07036 -1.45703 -1.29269
O -3.16987 0.95011 1.05289
H -3.51227 1.52495 1.74369
H -2.20298 0.92288 1.20871
O 2.90373 0.02534 1.26953
H 3.21990 0.40673 2.09900
H 2.78748 -0.91120 1.46049
O -0.44048 0.62694 0.79935
H 0.27619 0.68741 1.44132
H -0.13882 -0.05062 0.15085
O 2.23329 2.32631 -0.64910
H 2.29794 1.56853 -0.05252
H 1.56488 2.89549 -0.25110
O 0.30677 -1.25719 -1.04928
H 0.93211 -1.98634 -0.95855
H -0.27713 -1.52339 -1.77503

The calculation puts the energy above the lowest of the compared OMol25 structures with the same formula, charge and spin at 224.3 kJ/mol. The value obtained for the HOMO energy is -10.81 eV. The calculation puts the frontier orbital gap at 10.1 eV. The calculation puts the LUMO energy at -0.714 eV. Its SMILES is O.O.O.O.O.O.O.O.O.

***

A cluster of 9 separate species, H18O9 in total in a non-equilibrium geometry. Source: the Open Molecules 2025 dataset; level of theory: ωB97M-V/def2-TZVPD.

CARTESIAN COORDINATES (ANGSTROEM)
O -0.81679 2.76069 1.67529
H -0.90800 1.71976 1.88561
H -1.09296 2.67042 0.76142
O 1.27624 -0.97281 2.04534
H 1.67342 -1.93851 2.13788
H 1.58921 -0.39989 2.74401
O 0.12482 -2.31573 -3.00221
H -0.22630 -1.79920 -2.39769
H -0.50067 -2.79877 -3.49376
O -1.44504 2.20765 -1.05784
H -1.23580 2.67496 -1.85461
H -2.30972 2.16545 -1.17806
O -0.23090 -0.32619 -0.89142
H 0.27774 0.07419 -0.30956
H -0.78200 0.52894 -0.98981
O 2.88045 1.39551 -1.64394
H 2.24739 1.42172 -2.33689
H 2.78255 0.57359 -1.16540
O 2.76918 -1.15565 -0.02658
H 2.20316 -1.13689 0.69159
H 3.60886 -0.96487 0.25440
O -1.49064 0.13659 2.00282
H -0.78501 -0.45366 1.83812
H -1.82367 -0.06765 2.84368
O -3.01917 -1.51789 0.37882
H -2.64453 -0.79575 1.05829
H -2.12185 -1.68601 0.03050

The calculation puts the energy above the lowest of the compared OMol25 structures with the same formula, charge and spin at 407.6 kJ/mol. The value obtained for the HOMO energy is -10.50 eV. The calculation puts the frontier orbital gap at 10.2 eV. The calculation puts the LUMO energy at -0.321 eV. Its SMILES is O.O.O.O.O.O.O.O.O.

***

A structure of composition H18O9Pb in a non-equilibrium geometry. Source: the Open Molecules 2025 dataset; level of theory: ωB97M-V/def2-TZVPD.

CARTESIAN COORDINATES (ANGSTROEM)
Pb 0.16111 -0.02090 -0.31097
O 0.99330 0.62581 1.84082
H 1.36532 1.39656 2.28148
H 1.44453 -0.01749 2.37719
O 0.17453 -2.04242 -1.82241
H -0.72283 -2.45579 -2.00920
H 0.47123 -1.69566 -2.68114
O -1.94076 -0.75791 -0.65780
H -2.33566 -0.52235 -1.49185
H -2.66115 -1.02444 -0.07428
O 2.38949 -0.84033 -0.27138
H 3.33088 -0.73348 -0.53119
H 2.39807 -1.67840 0.18103
O -0.48623 0.90029 -2.57675
H 0.10072 1.02425 -3.32484
H -1.33995 0.74030 -3.01430
O -1.43375 -0.04191 2.96503
H -0.69943 0.35751 2.43881
H -1.71912 0.68258 3.46188
O 1.40398 2.09050 -0.53527
H 1.09777 2.92438 -0.81742
H 2.32812 2.25520 -0.61609
O 0.12034 -1.94836 1.08591
H -0.70185 -2.35096 1.49807
H 0.61201 -2.62221 0.63933
O -1.30480 1.66518 0.43165
H -2.22952 1.71319 0.70123
H -0.81635 2.37689 0.83247

The calculation puts the energy above the lowest of the compared OMol25 structures with the same formula, charge and spin at 248.1 kJ/mol. The value obtained for the HOMO energy is -16.12 eV. The calculation puts the frontier orbital gap at 9.9 eV. The charge is +2. The calculation puts the LUMO energy at -6.214 eV.

***

A cluster of 9 separate species, H19O9 in total in a non-equilibrium geometry. Source: the Open Molecules 2025 dataset; level of theory: ωB97M-V/def2-TZVPD.

CARTESIAN COORDINATES (ANGSTROEM)
O 33.87397 -26.74063 20.18181
H 33.92082 -27.69554 20.19729
H 34.66818 -26.43424 20.77923
H 34.19103 -26.90250 19.29512
O 36.67447 -26.93009 19.59580
H 36.77786 -26.02042 19.94115
H 36.94912 -26.61204 18.63264
O 34.30949 -25.26836 17.81429
H 34.78745 -25.31811 17.02692
H 33.43317 -25.16627 17.45782
O 33.85655 -28.51749 17.86454
H 32.99563 -28.62483 18.08672
H 33.93113 -28.20585 17.01260
O 32.34705 -24.66768 21.82113
H 31.58291 -24.18268 22.05279
H 32.82439 -24.89356 22.57231
O 31.36248 -28.25616 18.72663
H 31.26715 -27.50470 19.39787
H 30.73669 -28.95142 19.04899
O 30.88499 -27.00845 21.05450
H 29.98592 -27.00267 21.28574
H 31.30088 -26.20915 21.46870
O 33.55947 -29.18173 21.10997
H 32.51952 -29.46001 21.13306
H 34.00207 -29.96965 20.69942
O 35.55343 -26.22725 22.19846
H 35.97350 -27.02707 22.38618
H 35.38178 -25.70243 22.89507

The calculation puts the energy above the lowest of the compared OMol25 structures with the same formula, charge and spin at 291.6 kJ/mol. The value obtained for the HOMO energy is -14.48 eV. The calculation puts the frontier orbital gap at 11.6 eV. The charge is +1. The calculation puts the LUMO energy at -2.877 eV.